--- P ---
{"formula": "C5H12FN2O2PS2", "method": "ωB97M-V/def2-TZVPD", "elements": ["C", "C", "C", "N", "N", "C", "C", "O", "F", "H", "H", "H", "H", "H", "H", "H", "H", "H", "O", "P", "S", "S", "H", "H", "H"], "xyz": [[1.18765, -1.59882, 1.37067], [1.49142, -1.20014, -0.02513], [3.01627, -0.85068, -0.21112], [0.68952, -0.05793, -0.32917], [1.07785, 0.93547, -1.03102], [0.13067, 1.93389, -1.26495], [-0.16829, 2.57579, 0.06306], [-0.51590, 2.00376, 1.03541], [-0.12139, 3.85879, -0.08620], [0.32596, -2.16780, 1.73639], [1.94571, -2.26480, 1.75579], [1.09189, -0.71249, 1.93174], [1.28042, -1.95912, -0.72911], [3.25772, 0.20297, 0.30786], [3.00929, -0.66595, -1.24516], [3.63965, -1.64583, 0.24364], [0.69665, 2.75403, -1.81619], [-0.94770, 1.68028, -1.77368], [-2.19782, -0.43437, 1.15962], [-2.35955, -0.86307, -0.36084], [-3.16803, 0.98096, -1.17943], [-4.16241, -1.87292, 0.02981], [-1.39519, 0.11705, 1.44181], [-3.56519, 0.53641, -2.25947], [-4.23920, -1.28549, 1.23566]], "spin_multiplicity": 1, "gap_ev": 8.662, "smiles": "CC(C)/N=N/CC(=O)F.OP(S)S", "total_charge": 0}


--- Q ---
{"formula": "C5H12FN2O2PS2", "method": "ωB97M-V/def2-TZVPD", "elements": ["C", "C", "C", "N", "N", "C", "C", "O", "F", "P", "O", "S", "S", "H", "H", "H", "H", "H", "H", "H", "H", "H", "H", "H", "H"], "xyz": [[-0.53228, 0.38552, -2.31997], [-0.53114, 0.28684, -0.72787], [-0.55369, 1.73890, -0.09795], [0.54440, -0.44778, -0.17829], [0.22517, -1.62700, 0.49044], [-0.39104, -1.60960, 1.86362], [0.54234, -2.84528, -0.03840], [0.32609, -3.89578, 0.40615], [1.28255, -2.67453, -1.19222], [2.20717, 0.17719, 0.02339], [3.07780, -1.11052, 0.31701], [2.89696, 1.23259, -1.45431], [2.27552, 0.99842, 1.98929], [0.20417, 1.08993, -2.79998], [-0.50734, -0.59201, -2.78364], [-1.47306, 0.82421, -2.44818], [-1.40498, -0.31164, -0.42784], [-1.30533, 2.00589, 0.65112], [-0.48247, 2.38928, -0.86382], [0.37105, 1.56458, 0.53133], [-1.43170, -1.26695, 1.79413], [-0.31569, -2.70650, 2.14808], [0.16540, -0.96868, 2.49416], [3.52903, -1.50838, -0.43332], [3.52776, 0.91548, 2.00043]], "spin_multiplicity": 1, "gap_ev": 9.546, "smiles": "CC(C)N(N(C)C(=O)F)[P@@](O)(=S)S", "total_charge": 0}


Verdict on stability: Q comes out on top.


--- P ---
{"formula": "C32H30N5NaO4S4", "method": "ωB97M-V/def2-TZVPD", "elements": ["Na", "C", "C", "C", "C", "C", "C", "H", "H", "H", "H", "H", "H", "O", "C", "C", "C", "C", "C", "C", "C", "O", "N", "N", "C", "C", "C", "C", "C", "C", "N", "H", "H", "H", "H", "H", "H", "H", "H", "H", "H", "O", "C", "S", "C", "C", "S", "S", "S", "C", "C", "N", "C", "C", "C", "O", "C", "C", "C", "C", "N", "C", "H", "H", "H", "H", "H", "H", "H", "H", "H", "H", "H", "H", "H", "H"], "xyz": [[-0.56774, -0.18443, 0.52178], [0.16357, -4.52954, -0.37603], [0.36901, -3.54810, -1.33483], [1.17545, -2.45064, -1.05069], [1.78632, -2.34010, 0.19243], [1.56603, -3.31740, 1.16001], [0.75866, -4.41137, 0.87709], [-0.48449, -5.37427, -0.58737], [-0.12431, -3.60350, -2.29652], [1.29982, -1.66054, -1.78076], [2.39234, -1.46825, 0.40258], [2.00776, -3.20938, 2.14313], [0.57239, -5.16192, 1.63624], [-0.59276, 2.03202, 6.06005], [0.23564, 0.97843, 6.08471], [0.82024, 0.62258, 7.30301], [1.68573, -0.45609, 7.38084], [1.98269, -1.20047, 6.24418], [1.39946, -0.84727, 5.03526], [0.52827, 0.22962, 4.92817], [-0.06351, 0.53604, 3.57833], [0.20275, -0.22519, 2.60897], [-0.83107, 1.61463, 3.57692], [-1.51193, 1.90014, 2.39690], [-0.88865, 2.60672, 1.55258], [-1.49220, 2.99534, 0.25313], [-0.72364, 3.72060, -0.65020], [-1.22094, 3.95532, -1.91810], [-2.47060, 3.45861, -2.24583], [-3.17419, 2.76750, -1.26964], [-2.71319, 2.54978, -0.04459], [-0.89555, 2.09807, 5.08754], [0.57616, 1.21411, 8.17721], [2.13049, -0.71594, 8.33549], [2.65925, -2.04455, 6.30060], [1.59733, -1.40093, 4.12586], [0.14299, 2.91780, 1.73518], [0.27901, 4.02015, -0.37891], [-0.61939, 4.47424, -2.65411], [-2.88060, 3.56798, -3.24107], [-4.14830, 2.34504, -1.49508], [1.17520, 1.21605, -6.42676], [0.88095, 0.97302, -5.26878], [1.79659, 1.50912, -3.87126], [0.74483, 0.88262, -2.57837], [-0.37358, 0.24857, -3.00073], [-1.67063, -0.47029, -2.09274], [-0.58498, 0.14943, -4.76449], [1.34897, 1.20266, -0.97508], [-2.42669, -7.08349, -1.73695], [-3.74191, -6.34304, -1.95289], [-3.69060, -4.94005, -1.57800], [-3.10104, -4.01948, -2.55806], [-4.06750, -3.57361, -3.63940], [-3.78117, -4.63770, -0.25160], [-3.89186, -5.50064, 0.60832], [-3.81754, -3.16613, 0.07200], [-4.93517, -2.41139, -0.24281], [-4.96366, -1.07448, 0.10621], [-3.84782, -0.51780, 0.71692], [-2.75732, -1.22772, 0.99934], [-2.75772, -2.52724, 0.69959], [-2.51700, -8.11947, -2.07213], [-2.17362, -7.08264, -0.67709], [-1.61238, -6.61652, -2.29396], [-4.52954, -6.82049, -1.36932], [-4.03002, -6.38072, -3.00583], [-2.23863, -4.51992, -3.00982], [-2.69432, -3.14322, -2.05818], [-4.43372, -4.41392, -4.23703], [-3.56217, -2.86716, -4.29819], [-4.92288, -3.06496, -3.19276], [-5.76982, -2.87883, -0.75429], [-5.82577, -0.45662, -0.10901], [-3.79212, 0.53997, 0.95088], [-1.86496, -3.08757, 0.96072]], "spin_multiplicity": 1, "gap_ev": 4.706, "total_charge": -2}


--- Q ---
{"formula": "C32H30N5NaO4S4", "method": "ωB97M-V/def2-TZVPD", "elements": ["Na", "C", "C", "C", "C", "C", "C", "H", "H", "H", "H", "H", "H", "O", "C", "C", "C", "C", "C", "C", "C", "O", "N", "N", "C", "C", "C", "C", "C", "C", "N", "H", "H", "H", "H", "H", "H", "H", "H", "H", "H", "O", "C", "S", "C", "C", "S", "S", "S", "C", "C", "N", "C", "C", "C", "O", "C", "C", "C", "C", "N", "C", "H", "H", "H", "H", "H", "H", "H", "H", "H", "H", "H", "H", "H", "H"], "xyz": [[-0.57159, -0.73172, 0.85815], [-2.27719, 1.93657, -2.48178], [-1.88023, 0.62345, -2.68134], [-2.30402, -0.37809, -1.81495], [-3.13261, -0.06600, -0.74364], [-3.51098, 1.25728, -0.53351], [-3.08834, 2.25498, -1.39906], [-1.93423, 2.71808, -3.14701], [-1.21242, 0.36640, -3.49501], [-1.95980, -1.39721, -1.94074], [-3.43399, -0.85237, -0.06339], [-4.12204, 1.50934, 0.32444], [-3.37390, 3.28511, -1.22010], [-1.67460, 0.07463, 6.72246], [-2.71998, 0.59410, 6.06478], [-3.74336, 1.18681, 6.80891], [-4.84675, 1.73659, 6.18036], [-4.95142, 1.70860, 4.79516], [-3.93466, 1.12120, 4.05674], [-2.81569, 0.56053, 4.65912], [-1.75947, -0.05268, 3.77148], [-1.91104, 0.00252, 2.52155], [-0.75904, -0.59676, 4.44141], [0.32047, -1.03395, 3.67557], [0.30310, -2.25605, 3.33056], [1.39372, -2.82444, 2.49694], [1.16618, -4.03028, 1.84072], [2.11004, -4.48728, 0.93353], [3.26677, -3.74970, 0.75487], [3.43079, -2.59557, 1.50744], [2.53063, -2.13194, 2.36392], [-1.06981, -0.29242, 5.98973], [-3.64465, 1.20002, 7.88788], [-5.63089, 2.18991, 6.77762], [-5.81364, 2.13706, 4.29879], [-3.97311, 1.07591, 2.97547], [-0.54092, -2.90448, 3.57606], [0.22451, -4.54253, 1.96952], [1.91990, -5.37934, 0.34905], [4.00971, -4.03388, 0.02134], [4.33001, -1.99638, 1.39022], [0.87262, -6.58381, -3.25390], [0.59811, -5.59161, -2.60327], [-0.74366, -5.47340, -1.47706], [-0.52795, -3.78757, -0.96406], [0.51628, -3.13656, -1.53310], [1.09670, -1.51871, -1.23933], [1.47537, -4.07057, -2.69085], [-1.65956, -3.24553, 0.24873], [0.53471, 3.46384, -5.29154], [1.95046, 3.18293, -4.80363], [1.97697, 2.41637, -3.56671], [1.93883, 0.96017, -3.68102], [3.30407, 0.33269, -3.90940], [1.80521, 3.09110, -2.40292], [1.62563, 4.30398, -2.36915], [1.97455, 2.29874, -1.13685], [3.25693, 1.96352, -0.71359], [3.41289, 1.28211, 0.48057], [2.27899, 0.93502, 1.19960], [1.04872, 1.24321, 0.79779], [0.90434, 1.91875, -0.33913], [0.55809, 3.98957, -6.24864], [0.01151, 4.08455, -4.56570], [-0.02623, 2.53741, -5.42713], [2.47076, 4.12431, -4.63291], [2.50927, 2.61604, -5.55201], [1.26400, 0.71287, -4.50591], [1.49511, 0.51684, -2.78908], [3.78663, 0.70371, -4.81715], [3.18266, -0.74887, -3.97882], [3.95738, 0.53418, -3.05878], [4.11665, 2.24080, -1.31297], [4.39202, 0.99547, 0.84021], [2.34034, 0.36158, 2.11923], [-0.11389, 2.14086, -0.64479]], "spin_multiplicity": 1, "gap_ev": 4.833, "total_charge": -2}


Verdict on stability: Q comes out on top.


--- P ---
{"formula": "C4H5N3O2", "method": "ωB97M-V/def2-TZVPD", "elements": ["C", "N", "O", "C", "N", "C", "C", "N", "O", "H", "H", "H", "H", "H"], "xyz": [[0.09337, -2.10048, 1.67150], [0.80995, -1.95020, 0.61522], [0.76400, -0.63621, -0.02590], [-0.53303, -0.18169, 0.27725], [-0.79712, 0.93368, -0.63809], [0.37955, 1.80542, -0.52389], [0.06778, 1.06184, -1.89978], [-1.47288, -0.39821, 1.18945], [-0.97751, -1.32217, 2.20508], [0.05083, -3.10988, 2.22344], [0.41699, 2.86772, -0.27403], [1.20650, 1.29322, 0.20255], [-0.49463, 1.65158, -2.59430], [0.48620, 0.08539, -2.42851]], "spin_multiplicity": 1, "gap_ev": 10.328, "smiles": "C1=NOC(N2CC2)=NO1", "total_charge": 0}


--- Q ---
{"formula": "C4H5N3O2", "method": "ωB97M-V/def2-TZVPD", "elements": ["N", "C", "C", "N", "O", "O", "H", "H", "C", "C", "N", "H", "H", "H"], "xyz": [[1.77188, 2.33254, -0.42063], [1.40408, 1.21704, -0.54181], [1.03357, 0.02730, -0.83804], [1.09924, -1.18537, -0.21155], [0.71781, -2.18039, -0.82470], [1.46827, -1.26648, 0.94151], [1.08745, 3.13418, -0.02767], [0.50691, -0.01743, -1.85282], [-1.57537, -0.80983, 0.70730], [-1.24682, 0.49266, 0.27892], [-1.24622, 1.67121, 0.26615], [-2.46185, -0.64368, 1.24836], [-0.71654, -1.10621, 1.29581], [-1.84241, -1.66554, -0.02083]], "spin_multiplicity": 1, "gap_ev": 9.476, "smiles": "N=C=C[N+](=O)[O-].CC#N", "total_charge": 0}


--- R ---
{"formula": "C4H5N3O2", "method": "ωB97M-V/def2-TZVPD", "elements": ["H", "N", "C", "O", "N", "C", "O", "N", "C", "C", "H", "H", "H", "H"], "xyz": [[-0.02560, 2.06656, 0.01860], [-0.74301, 1.82911, -0.58839], [-0.60313, 0.61070, -0.79051], [-0.98625, 0.03083, -1.94645], [-0.84856, -1.47577, -1.77715], [0.25560, -1.59272, -0.82703], [1.04359, -2.45392, -0.54590], [0.30386, -0.26407, -0.20131], [0.65135, -0.04260, 1.23364], [0.23976, 1.10364, 2.00412], [-0.65900, -1.82894, -2.67755], [1.41564, -0.82027, 1.59758], [-0.69343, 1.61328, 1.57269], [0.64918, 1.22417, 2.92767]], "spin_multiplicity": 1, "gap_ev": 9.982, "smiles": "[H]/N=c1/o[nH]c(=O)n1C=C", "total_charge": 0}


--- S ---
{"formula": "C4H5N3O2", "method": "ωB97M-V/def2-TZVPD", "elements": ["O", "C", "C", "C", "N", "N", "H", "H", "H", "H", "N", "C", "O", "H"], "xyz": [[-0.58651, -1.39044, 1.36829], [-0.08392, -0.30182, 0.71361], [0.70108, 0.73096, 1.16648], [1.06712, 1.39933, 0.05619], [0.59746, 0.68573, -0.97644], [-0.12322, -0.35829, -0.59019], [-0.92370, -1.85104, 0.51680], [0.85894, 0.98944, 2.21234], [1.46918, 2.43371, -0.01204], [0.69786, 0.83642, -1.96803], [-3.09099, -0.54900, -0.60052], [-2.50108, 0.09993, -1.40827], [-1.97135, 0.69765, -2.23966], [-3.44697, -0.60180, 0.30801]], "spin_multiplicity": 1, "gap_ev": 9.827, "smiles": "Oc1cc[nH]n1.N=C=O", "total_charge": 0}


Verdict on stability: S comes out on top.


--- P ---
{"formula": "C5H12N2O", "method": "ωB97M-V/def2-TZVPD", "elements": ["C", "N", "C", "C", "C", "N", "C", "O", "H", "H", "H", "H", "H", "H", "H", "H", "H", "H", "H", "H"], "xyz": [[-0.80944, -1.05236, 2.43834], [-1.10141, -0.98919, 1.08493], [-2.12070, 0.75938, -0.31630], [-0.81780, 0.20398, 0.29046], [0.29603, -0.11429, -0.75784], [1.50257, 0.55983, -0.46158], [2.60420, 0.49672, -1.41613], [-0.59542, -0.09799, 3.12914], [-0.82665, -2.11188, 2.73938], [-1.13406, -1.90993, 0.66409], [-2.95391, 0.10709, -0.06050], [-2.38082, 1.76605, -0.01445], [-2.11866, 0.67441, -1.41015], [-0.45806, 0.98167, 0.96425], [-0.09547, 0.05497, -1.76103], [0.50490, -1.19637, -0.66885], [1.86223, 0.43431, 0.48906], [3.16273, -0.43806, -1.28246], [2.18660, 0.54838, -2.41728], [3.29315, 1.32330, -1.23310]], "s_squared": 0.75, "spin_multiplicity": 2, "gap_ev": [10.271, 5.369], "total_charge": 1}


--- Q ---
{"formula": "C5H12N2O", "method": "ωB97M-V/def2-TZVPD", "elements": ["C", "N", "C", "C", "C", "N", "C", "O", "H", "H", "H", "H", "H", "H", "H", "H", "H", "H", "H", "H"], "xyz": [[2.13127, 0.40044, -0.53346], [1.56162, -0.42897, 0.35036], [0.07425, -1.03108, 2.29129], [0.32739, -0.09899, 1.03968], [-0.77663, -0.20566, -0.03829], [-0.88321, 0.98769, -0.76195], [-1.61751, 0.81068, -2.05521], [2.25027, 1.62700, -0.56986], [2.68892, -0.20775, -1.20611], [1.89131, -1.30425, 0.24640], [0.90970, -0.99604, 2.88111], [-0.78299, -0.62517, 2.80951], [-0.23111, -1.95849, 2.07118], [0.46557, 0.93128, 1.44154], [-1.74373, -0.29747, 0.56663], [-0.61456, -1.13509, -0.53980], [0.01898, 1.25655, -1.01079], [-1.35634, -0.14062, -2.57743], [-2.78098, 0.74596, -1.71254], [-1.53223, 1.66995, -2.69228]], "s_squared": 0.75, "spin_multiplicity": 2, "gap_ev": [11.044, 5.192], "total_charge": 1}


Verdict on stability: P comes out on top.